1.
Here is a 8-piece molecular cluster, C32H76Cl8N4 overall in a non-equilibrium geometry from OMol25. Energies are from the ωB97M-V functional and the def2-TZVPD basis.

Results
2S+1   1
Structure (SMILES)   CCN(CC)CC.CCN(CC)CC.CCN(CC)CC.CCN(CC)CC.ClCCCl.ClCCCl.ClCCCl.ClCCCl
Energy relative to the best compared isomer or geometry (same formula, charge and spin)   373.24 kcal per mole
DFT total energy   -140538.9736 eV
Frontier orbital gap   8.3091 eV

XYZ file:
```
120
C32H76Cl8N4 | OMol25 | the ωB97M-V functional and the def2-TZVPD basis
C 1.4710 -25.2663 -35.3086
C 1.3145 -26.5517 -36.1034
N 2.6763 -27.1255 -36.5479
C 2.9378 -28.5011 -36.7389
C 1.8454 -29.3836 -37.1899
C 3.2429 -26.4630 -37.7460
C 4.8120 -26.2358 -37.6786
H 1.7800 -24.5346 -36.1271
H 2.1508 -25.5238 -34.5444
H 0.4881 -25.1720 -34.8758
H 0.6552 -26.3748 -36.8947
H 1.0396 -27.2424 -35.3916
H 3.0599 -28.7489 -35.7054
H 3.9326 -28.8476 -36.9849
H 0.9925 -28.8466 -36.9139
H 1.9181 -30.4799 -36.8145
H 1.9024 -29.5093 -38.3699
H 2.6993 -25.5934 -37.6660
H 2.8950 -26.8520 -38.6274
H 4.9571 -25.4977 -36.7898
H 5.1003 -25.6681 -38.4981
H 5.4033 -27.2980 -37.4424
C 7.0081 -15.7685 -32.0995
C 6.2377 -16.3212 -33.3098
N 5.5593 -17.6625 -33.0909
C 4.3887 -17.9255 -33.7068
C 4.3232 -17.7735 -35.1153
C 6.5288 -18.6448 -33.1889
C 6.1161 -20.0693 -32.6250
H 6.5982 -15.7129 -31.3126
H 7.5571 -14.9036 -32.3366
H 7.6797 -16.5180 -31.7517
H 6.7546 -16.4723 -34.0227
H 5.5497 -15.4606 -33.4262
H 3.5695 -17.0636 -33.4189
H 3.7535 -18.7700 -33.3388
H 4.7771 -17.1340 -35.6834
H 3.2693 -17.7691 -35.2703
H 4.6323 -18.4999 -35.7835
H 7.4853 -18.3995 -32.6059
H 6.9440 -18.7854 -34.1759
H 6.8828 -20.7431 -32.9870
H 5.3377 -20.3424 -33.1292
H 5.8062 -20.0025 -31.4851
C 2.2894 -20.7910 -36.5807
C 3.5749 -21.5177 -36.1148
N 4.6598 -21.5466 -37.1091
C 5.9561 -21.7553 -36.6854
C 6.2224 -22.5414 -35.5708
C 4.4105 -22.4543 -38.2055
C 4.9812 -21.8922 -39.4939
H 2.5613 -19.7221 -36.6472
H 1.6836 -21.0052 -35.7092
H 2.0094 -21.5332 -37.2615
H 3.1642 -22.3799 -35.8650
H 4.0067 -21.1337 -35.1658
H 6.2299 -20.8446 -36.1883
H 6.6710 -21.6807 -37.5506
H 5.4983 -22.9065 -34.7716
H 7.0314 -22.2571 -34.9642
H 6.5099 -23.5782 -35.8520
H 3.3731 -22.6542 -38.2534
H 4.5836 -23.5305 -38.0800
H 4.6709 -22.4230 -40.3290
H 6.0880 -21.7929 -39.3886
H 4.5971 -20.8910 -39.8949
C 12.1804 -19.8614 -40.2078
C 11.4038 -20.7707 -39.2259
N 10.4077 -21.5530 -39.9391
C 9.8542 -22.7574 -39.2833
C 9.7205 -22.7791 -37.9071
C 9.1852 -20.7862 -40.1821
C 8.7215 -20.9899 -41.7301
H 12.9609 -19.4948 -39.5933
H 11.7592 -18.9191 -40.4922
H 12.8242 -20.5934 -40.9809
H 11.0170 -20.1724 -38.3290
H 12.1474 -21.5895 -38.7426
H 10.6357 -23.3895 -39.3874
H 9.0972 -23.2901 -39.8749
H 10.2204 -21.9963 -37.2599
H 9.7922 -23.6701 -37.5054
H 8.5730 -22.6144 -37.8960
H 9.5896 -19.6751 -40.1261
H 8.3319 -20.9590 -39.3205
H 8.2350 -21.8583 -41.9843
H 9.6263 -20.7381 -42.4337
H 7.8078 -20.2099 -42.0832
Cl 7.7709 -17.6295 -40.1340
C 6.7930 -18.3480 -38.7124
C 7.4884 -17.8515 -37.4045
Cl 9.1622 -18.5086 -37.1259
H 6.5362 -19.5375 -38.8557
H 5.8109 -17.8123 -38.8017
H 6.8557 -17.9370 -36.4744
H 7.6370 -16.7866 -37.7449
Cl 3.1114 -24.5170 -41.2934
C 1.8872 -23.3129 -41.0191
C 0.8152 -23.4111 -42.0950
Cl 1.4436 -22.9097 -43.6913
H 2.3009 -22.3815 -40.9391
H 1.2137 -23.5425 -40.0269
H 0.1025 -22.7123 -41.7937
H 0.2756 -24.4179 -42.0640
Cl 6.8972 -27.1412 -34.7122
C 5.3942 -27.0310 -33.7740
C 4.9398 -25.5684 -33.4621
Cl 6.1896 -24.7429 -32.7324
H 5.5670 -27.6950 -32.8499
H 4.4744 -27.5056 -34.3289
H 3.8514 -25.4889 -32.8952
H 4.7995 -25.0305 -34.5090
Cl 4.5072 -18.5522 -41.9188
C 4.4090 -18.9927 -43.6272
C 4.1249 -20.4867 -43.8246
Cl 5.3949 -21.4232 -42.9189
H 5.3812 -18.9043 -44.0286
H 3.7595 -18.3649 -44.2442
H 4.1851 -21.0146 -44.8545
H 3.1488 -20.7073 -43.4001
```

These are the Mulliken partial charges, in e, on atoms 1 to 99: -0.47, -1.22, 0.83, -0.85, -1.27, -1.14, -0.37, 0.00, 0.03, 0.42, 0.35, 0.81, 0.46, 0.50, 0.31, 0.35, 0.21, 0.41, 0.32, -0.33, 0.54, 0.20, -2.05, -0.54, 0.20, -0.87, -1.68, 0.28, -1.31, 0.78, 0.41, 0.44, 0.59, 0.39, 0.35, 0.38, 1.13, 0.39, 0.26, 0.22, -0.14, 0.42, 0.16, 0.25, -1.66, 0.03, 1.04, 2.19, -1.35, 0.00, -0.78, 0.30, 0.44, 0.42, 0.22, -0.09, -0.49, -1.58, -0.05, 0.55, 0.38, 0.49, -0.52, 0.33, 0.00, 0.10, -1.34, -0.15, 0.25, -1.19, -0.32, 0.59, -1.07, 0.54, 0.37, 0.21, -0.03, 0.36, 0.60, 0.36, 0.15, 0.74, -0.35, 0.15, -0.64, 0.40, 0.27, 0.04, -0.20, -0.24, 0.17, -0.18, -0.19, 0.57, -0.56, 0.51, -0.17, -0.33, -0.57

---

2.
Here is a 11-piece molecular cluster, C32H76N10O10 overall in a non-equilibrium geometry from OMol25. Energies are from the ωB97M-V functional and the def2-TZVPD basis.

Results
2S+1   1
Structure (SMILES)   CCN(CC)CC.CCN(CC)CC.O=C1CCCO1.CC(N)=O.CC(N)=O.CC(N)=O.CC(N)=O.CC(N)=O.CC(N)=O.CC(N)=O.CC(N)=O
Energy relative to the best compared isomer or geometry (same formula, charge and spin)   43.11 kcal per mole
DFT total energy   -69790.2218 eV
Frontier orbital gap   7.9212 eV

XYZ file:
```
128
C32H76N10O10 | OMol25 | the ωB97M-V functional and the def2-TZVPD basis
C 7.5228 -0.8034 -10.7309
C 7.6652 -2.2965 -10.1014
N 6.8795 -3.1966 -10.9240
C 7.4958 -3.6758 -12.1633
C 6.5754 -4.4753 -13.1456
C 6.3587 -4.3466 -10.1921
C 5.0392 -3.8894 -9.4289
H 8.0621 -0.0662 -10.1360
H 6.4711 -0.5632 -10.5743
H 7.6744 -0.6662 -11.8016
H 8.7307 -2.5247 -10.0751
H 7.2600 -2.2156 -9.0928
H 7.7906 -2.7294 -12.6166
H 8.4508 -4.1356 -11.9091
H 5.5216 -4.4230 -12.8723
H 6.7191 -4.2386 -14.1998
H 6.8217 -5.5349 -13.0773
H 7.1141 -4.7853 -9.5401
H 6.0779 -5.1767 -10.8402
H 4.5422 -4.7442 -8.9702
H 4.4714 -3.3614 -10.1950
H 5.4082 -3.3022 -8.5880
C 2.6683 16.7417 -7.3347
C 2.3752 17.8321 -8.3638
N 1.8083 17.2184 -9.6073
C 0.9401 18.2230 -10.2928
C 0.1131 17.5156 -11.4607
C 2.5374 16.1295 -10.3143
C 3.6268 16.6318 -11.2706
H 2.7789 17.1097 -6.3147
H 3.4046 16.0078 -7.6624
H 1.8280 16.0817 -7.5503
H 1.9579 18.7006 -7.8543
H 3.2552 18.2526 -8.8505
H 0.0994 18.5886 -9.7032
H 1.4981 19.0340 -10.7607
H -0.5148 16.6769 -11.1601
H -0.5715 18.2958 -11.7936
H 0.7502 17.1878 -12.2821
H 1.7731 15.5229 -10.7999
H 3.0635 15.4342 -9.6602
H 4.3780 15.8856 -11.5296
H 4.2073 17.4201 -10.7914
H 3.0613 17.1144 -12.0678
O -3.4303 9.8714 -10.3235
C -2.3923 9.8199 -9.6244
C -1.7426 11.0002 -8.9022
C -0.5776 10.3222 -8.1866
C -0.9823 8.8459 -8.1558
O -1.8567 8.6755 -9.2847
H -1.4908 11.8413 -9.5482
H -2.2840 11.6090 -8.1782
H 0.4140 10.3046 -8.6387
H -0.5276 10.6916 -7.1623
H -0.1295 8.1671 -8.1464
H -1.5014 8.6644 -7.2146
C 12.5014 13.5946 -12.6578
C 12.3213 12.1726 -12.0538
N 13.1215 11.2712 -12.6146
O 11.6402 11.8577 -11.1100
H 13.0981 13.5649 -13.5695
H 12.9505 14.2546 -11.9157
H 11.5295 14.0832 -12.7267
H 13.7732 11.5110 -13.3480
H 13.1187 10.3369 -12.2308
C 12.6817 -0.5356 -18.9598
C 12.1965 0.2746 -17.7094
N 12.9712 0.0648 -16.6090
O 11.1530 0.9471 -17.6727
H 12.8148 0.1148 -19.8243
H 11.8285 -1.1107 -19.3196
H 13.6013 -1.1197 -18.9231
H 13.7082 -0.6251 -16.5781
H 12.6738 0.6569 -15.8467
C 13.7269 7.0053 -19.0012
C 15.1480 7.1149 -18.6032
N 15.8277 8.0968 -19.1571
O 15.6092 6.3372 -17.8521
H 13.1667 7.9403 -19.0106
H 13.1886 6.4602 -18.2258
H 13.6050 6.2697 -19.7963
H 15.4735 8.6219 -19.9437
H 16.7739 8.0970 -18.8037
C 0.1708 3.8312 -14.0440
C 0.4031 2.4104 -13.4506
N 1.6528 1.9648 -13.5688
O -0.5082 1.7706 -12.9033
H 0.5334 3.9142 -15.0686
H 0.5640 4.6900 -13.5000
H -0.9156 3.9087 -14.0870
H 1.8922 1.0328 -13.2619
H 2.3212 2.5952 -13.9881
C 8.6182 8.4685 -5.1691
C 7.2633 8.4269 -4.5286
N 6.9246 7.2817 -3.8316
O 6.4650 9.3869 -4.5822
H 9.0523 9.4336 -4.9078
H 8.5313 8.3164 -6.2449
H 9.2951 7.6644 -4.8801
H 6.2747 7.4086 -3.0690
H 7.5261 6.4732 -3.8995
C 13.9371 4.4256 -7.9225
C 13.8336 5.6364 -8.7584
N 14.6973 6.6395 -8.4584
O 13.0527 5.6847 -9.6742
H 14.7404 4.5474 -7.1959
H 14.2191 3.5560 -8.5162
H 12.9674 4.1942 -7.4818
H 14.4658 7.5162 -8.9032
H 15.1673 6.5661 -7.5675
C 5.9820 8.8152 -13.0451
C 6.3357 7.3899 -13.3178
N 7.4340 6.9833 -13.6584
O 5.5164 6.5022 -13.1485
H 6.1045 9.3769 -13.9712
H 6.6246 9.2058 -12.2561
H 4.9961 8.9332 -12.5954
H 7.4758 6.0717 -14.0911
H 8.1931 7.4743 -13.2082
C 4.7032 2.8037 -19.6912
C 3.4951 3.3040 -20.3478
N 3.0526 4.4211 -19.8541
O 2.9482 2.8088 -21.2981
H 4.5124 2.1190 -18.8648
H 5.3901 3.5166 -19.2351
H 5.4221 2.6064 -20.4865
H 2.3142 4.9060 -20.3437
H 3.7388 4.9340 -19.3192
```

These are the Mulliken partial charges, in e, on atoms 1 to 99: -1.15, -0.57, 0.25, -0.50, -1.26, -0.74, -1.14, 0.37, 0.29, 0.32, 0.34, 0.32, 0.27, 0.42, 0.35, 0.36, 0.32, 0.32, 0.46, 0.41, 0.30, 0.27, -1.20, -0.50, 0.17, -0.50, -1.28, -0.66, -0.94, 0.34, 0.27, 0.35, 0.44, 0.28, 0.37, 0.33, 0.31, 0.41, 0.32, 0.37, 0.29, 0.38, 0.24, 0.22, -0.62, 0.56, -0.42, -0.41, -0.38, -0.33, 0.26, 0.25, 0.25, 0.28, 0.35, 0.22, -0.84, 0.64, -0.36, -0.62, 0.27, 0.25, 0.27, 0.17, 0.22, -0.86, 0.59, -0.38, -0.63, 0.26, 0.26, 0.30, 0.21, 0.24, -1.02, 0.59, -0.38, -0.58, 0.34, 0.31, 0.28, 0.21, 0.25, -1.00, 0.66, -0.35, -0.64, 0.32, 0.30, 0.28, 0.23, 0.20, -0.84, 0.58, -0.39, -0.61, 0.24, 0.25, 0.32